# C4H8O2

The molecule C4H8O2 in a non-equilibrium geometry (the ωB97M-V functional and the def2-TZVPD basis, OMol25).

Its energy above the lowest of the compared OMol25 structures with the same formula, charge and spin is 61.9 kcal/mol. For the total energy, the calculation gives -307.61381 Ha. The value obtained for the HOMO energy is -10.0 eV. As for the orbital gap: 10.82 eV. The calculation puts the largest force on an atom at 3.7 eV/Å.

```
14
Properties=species:S:1:pos:R:3:forces:R:3
O -2.06467 2.50170 -0.49574 0.007 -0.785 0.843
C -1.70884 1.49574 0.09258 0.844 1.128 -2.242
C -0.37038 0.85313 -0.32024 1.651 -0.810 -1.207
C 0.23331 -0.17234 0.69957 -0.649 -2.305 -2.820
C 1.44806 -0.94373 0.10215 -2.128 -1.601 -0.908
O 0.85577 -1.80424 -0.96256 -0.440 -0.239 0.131
H -2.37581 1.06800 0.85184 0.277 -0.380 0.245
H -0.37882 0.23989 -1.28862 -1.080 0.776 1.110
H 0.39558 1.66239 -0.73097 -1.535 -1.222 1.595
H 0.54365 0.29187 1.53499 0.781 1.601 3.291
H -0.47847 -1.03560 0.93907 0.420 1.542 -0.002
H 1.93014 -1.75310 0.84323 -0.403 2.647 -1.450
H 1.99922 -0.17475 -0.52197 0.453 -1.392 1.218
H -0.02873 -2.22896 -0.74334 1.803 1.040 0.196
```
Forces are in eV/Å.

# C4H8O2

A cluster of 2 separate species, C4H8O2 in total (the ωB97M-V functional and the def2-TZVPD basis, OMol25).

Its energy above the lowest of the compared OMol25 structures with the same formula, charge and spin is 97.4 kcal/mol. For the total energy, the calculation gives -307.55716 Ha. The value obtained for the HOMO energy is -8.9 eV. As for the orbital gap: 9.29 eV. The calculation puts the largest force on an atom at 0.7 eV/Å.

```
14
Properties=species:S:1:pos:R:3:forces:R:3
C 2.00020 -0.26420 -0.54385 0.170 -0.120 -0.197
O 1.17533 0.11397 0.57610 -0.295 0.448 -0.012
C 0.48083 1.19393 0.42837 0.179 -0.325 0.252
C -1.71066 -0.93746 -0.77298 -0.021 -0.002 -0.007
C -0.33843 1.45598 1.64057 -0.487 -0.001 0.001
O -1.50360 1.13654 1.75450 0.635 0.143 -0.014
H 2.96341 -0.57455 -0.13765 -0.111 0.041 -0.071
H 1.51298 -1.10276 -1.04558 0.059 0.101 0.087
H 2.09717 0.58855 -1.21748 -0.011 -0.118 0.098
H -1.21496 -0.01348 -1.08169 -0.080 -0.119 -0.001
H -1.81329 -1.60604 -1.63051 0.016 0.058 0.110
H -1.12881 -1.41697 0.01669 -0.048 0.018 -0.122
H -2.69220 -0.68825 -0.37101 0.069 -0.019 -0.061
H 0.17205 2.11472 2.38453 -0.074 -0.106 -0.062
```
Forces are in eV/Å.

# C4H8O2

The molecule C4H8O2 in a non-equilibrium geometry (the ωB97M-V functional and the def2-TZVPD basis, OMol25).

Its energy above the lowest of the compared OMol25 structures with the same formula, charge and spin is 38.7 kcal/mol. For the total energy, the calculation gives -307.65081 Ha. The value obtained for the HOMO energy is -9.8 eV. As for the orbital gap: 10.57 eV. The calculation puts the largest force on an atom at 2.1 eV/Å.

```
14
Properties=species:S:1:pos:R:3:forces:R:3
C -1.04035 -0.61368 -0.45265 1.079 -0.541 -0.022
C 0.55922 -0.75023 -0.47690 -2.054 0.419 0.175
C 1.33676 0.23748 0.32140 2.102 0.091 0.100
C 0.99081 1.38748 0.89647 -0.113 -0.233 -0.109
O -1.49214 0.69263 -0.73190 0.156 0.012 -0.652
O -1.59601 -1.04939 0.76504 0.608 0.201 -0.055
H -2.05746 0.63951 -1.51714 0.161 0.193 0.450
H -1.11887 -0.57330 1.46397 -0.232 -0.174 -0.085
H -1.42327 -1.28473 -1.22975 0.009 -0.094 0.258
H 0.87894 -0.66270 -1.52079 -0.015 -0.148 0.059
H 0.79766 -1.75517 -0.11174 -0.098 0.045 -0.239
H 2.44924 -0.04848 0.33397 -1.598 0.516 0.177
H -0.02543 1.77006 0.88378 0.091 -0.109 -0.041
H 1.74090 2.01054 1.37626 -0.096 -0.179 -0.018
```
Forces are in eV/Å.